C38H71ClN4OPSi2 | ωB97M-V/def2-TZVPD

Each line ends with the Löwdin charge.
Cartesian coordinates (Å):
Cl: -8.917224 1.775705 -2.624881  0.592
P: -5.191427 -0.170351 -1.475652  0.881
Si: -5.342271 -2.374838 -1.925421  0.467
Si: -3.920062 0.260525 0.298392  0.443
O: 0.090593 -3.897344 2.573915  -0.197
N: 3.470020 2.364461 -2.844464  0.004
N: 8.248482 2.746641 -1.822729  0.006
N: 4.625598 2.946030 8.132321  -0.001
N: 3.691566 -1.611804 4.834211  0.003
C: 10.385977 3.208567 -1.464163  -0.114
C: 0.665393 -2.380143 -2.350546  -0.184
C: -2.751088 1.745837 0.110950  -0.191
C: 4.606039 -0.598846 4.724508  -0.133
C: 4.786184 2.751876 9.477452  -0.139
C: 1.628072 -2.347067 1.451300  -0.148
C: -1.069976 0.837836 -4.836719  -0.187
C: 0.504022 -2.530572 2.568703  -0.201
C: 9.501899 2.673387 -2.366494  -0.141
C: -2.613826 1.037887 -4.649985  -0.183
C: 4.931342 2.037777 -4.478536  -0.096
C: 5.624406 3.757344 7.665137  -0.148
C: 0.579983 0.149467 -2.887067  -0.193
C: -5.057178 0.648413 1.802654  -0.200
C: -4.661787 0.661833 -3.066662  -0.319
C: -3.107998 0.896367 -3.179076  -0.256
C: 3.726160 2.612292 -4.167057  -0.140
C: 4.493486 1.631212 -2.310215  -0.138
C: -6.940821 0.469427 -1.097693  -0.349
C: 5.417843 1.414793 -3.301149  -0.129
C: 4.275766 0.368300 5.638912  -0.110
C: -3.614725 -3.224872 -1.852281  -0.190
C: 8.322582 3.315059 -0.580386  -0.146
C: 9.637795 3.615289 -0.330834  -0.115
C: 2.777059 -1.297606 5.799559  -0.152
C: -0.185612 1.313263 -3.629909  -0.190
C: -0.285010 -1.125007 -2.608542  -0.213
C: -8.874176 -0.937247 -2.144601  -0.109
C: 5.904530 3.440571 9.872296  -0.111
C: 1.043352 -1.671366 0.143219  -0.184
C: -1.321675 -4.039473 2.499000  -0.111
C: -2.837219 -1.223249 0.850067  -0.211
C: -6.432711 -3.232853 -0.597866  -0.188
C: -5.993488 -2.711856 -3.691008  -0.197
C: 6.435906 4.078539 8.722957  -0.112
C: 3.114010 -0.075124 6.321274  -0.114
C: 0.638987 -2.828254 -0.844585  -0.200
C: -7.888146 0.285751 -2.330533  -0.732
H: 9.656092 2.249691 -3.345350  0.104
H: 7.313522 4.702944 8.676294  0.091
H: 11.451488 3.296831 -1.602780  0.090
H: -3.335986 -3.542524 -0.829979  0.025
H: 6.341567 0.867621 -3.192303  0.094
H: 1.015764 -2.330337 3.553928  0.108
H: -0.320030 -1.803631 2.387040  0.093
H: -2.209837 -1.512384 -0.023494  0.005
H: 10.019630 4.075406 0.566389  0.090
H: 2.058540 -3.352925 1.261202  0.109
H: -1.754578 -3.982766 3.524978  0.099
H: 3.889476 2.554476 7.574653  0.116
H: 4.477070 1.328638 -1.275637  0.109
H: -6.715113 -1.933987 -4.022460  0.014
H: 7.436429 3.457459 0.016252  0.101
H: -3.114982 0.223130 -5.236849  0.111
H: 0.169024 -1.056000 0.452786  0.083
H: -5.602356 1.589655 1.547195  0.039
H: 4.094494 2.141864 10.034770  0.105
H: 6.296642 3.482167 10.875619  0.091
H: -5.183822 1.649407 -3.129887  0.111
H: 4.808852 1.291983 5.798211  0.078
H: -5.741212 -0.187503 2.047726  0.038
H: 0.257226 -3.246136 -2.929464  0.106
H: -0.896694 -1.026763 -1.682108  0.068
H: -0.810306 -0.208352 -5.121987  0.108
H: -0.778358 1.447472 -5.725861  0.111
H: 5.671696 4.033898 6.624468  0.103
H: 1.968151 -1.970484 6.033192  0.104
H: 5.409610 2.061281 -5.444325  0.097
H: 1.803704 -1.014451 -0.342450  0.107
H: 2.583380 0.442383 7.105222  0.086
H: 2.459816 -1.728763 1.866699  0.099
H: -2.940312 1.982584 -5.141563  0.123
H: -4.368864 0.903549 2.634773  0.048
H: 1.402823 -3.635359 -0.752081  0.112
H: -8.833998 -1.241940 -1.077906  0.069
H: -1.801255 -3.318668 1.800987  0.043
H: 1.699157 -2.195511 -2.723624  0.112
H: -5.069416 0.053216 -3.909744  0.079
H: -2.922148 1.880262 -2.685034  0.094
H: -1.810392 1.365306 -0.368528  0.032
H: -6.557258 -3.673749 -3.690176  0.056
H: 1.544246 -0.100318 -3.378041  0.111
H: -7.110724 -3.997395 -1.038756  0.050
H: -3.662010 -4.088639 -2.558875  0.055
H: -7.335020 0.141605 -3.285623  0.064
H: 3.031892 3.175369 -4.769113  0.105
H: -2.428814 2.137294 1.103484  0.057
H: 0.612358 1.966487 -4.064312  0.093
H: -0.711193 1.940435 -2.879723  0.096
H: 0.854545 0.563881 -1.882010  0.099
H: -0.952494 -1.424525 -3.443534  0.089
H: 7.402989 2.431313 -2.267123  0.093
H: 3.689013 -2.454839 4.289133  0.140
H: 2.656448 2.672646 -2.344409  0.137
H: -3.130135 2.559749 -0.545913  0.038
H: -3.448500 -2.108238 1.138462  0.038
H: -5.136846 -2.772007 -4.394128  0.045
H: -9.902518 -0.691050 -2.467229  0.073
H: -7.320008 -0.070270 -0.199569  0.082
H: -2.559772 0.143320 -2.573121  0.075
H: -7.093058 -2.493834 -0.082304  0.015
H: -8.550324 -1.815786 -2.749334  0.067
H: 5.409974 -0.654168 4.009122  0.108
H: -1.551964 -5.061348 2.116487  0.097
H: -6.810594 1.545238 -0.851705  0.083
H: -0.347112 -3.283703 -0.581892  0.105
H: -2.164410 -0.906318 1.673313  0.044
H: -5.765815 -3.723835 0.148025  0.039
H: -2.858035 -2.516599 -2.277913  0.019

Cartesian forces (eV/Å) of the 2 atoms listed first:
Cl 0.7688 -0.4815 0.3321
P -1.3022 0.7005 -1.2057

Summary:
- HOMO-LUMO gap (eV) = 6.261
- largest force on an atom (eV Å⁻¹) = 3.462
- net charge = +1
- LUMO energy (eV) = -2.91



C32H35AuCl3N4O6 | ωB97M-V/def2-TZVPD

Each line ends with the Mulliken spin population.
Cartesian coordinates (Å):
Au: -1.883371 -0.310395 0.720919  0.612
Cl: 0.654595 0.681052 5.755192  0.000
Cl: 0.427424 3.234051 4.516521  0.000
Cl: 2.818337 1.771564 4.121489  0.000
O: 1.249027 0.523475 2.251559  0.004
O: -3.744619 -0.979911 1.440272  0.099
O: -0.621163 -0.759639 -2.558791  0.001
O: -5.932926 -1.115134 1.660273  0.013
O: -0.914213 0.974126 2.936466  0.006
O: -0.144971 2.616876 0.390160  -0.001
N: 1.016255 0.824152 -2.389500  0.005
N: -1.486713 -2.258725 0.893727  0.874
N: -2.590956 1.604413 0.696563  0.130
N: -0.361131 0.520179 -0.615227  0.096
C: 0.401495 0.991319 3.027625  0.001
C: -0.797173 -4.197840 2.237392  0.020
C: 0.319022 -3.933415 -1.876681  -0.001
C: 3.650331 2.453461 -1.933683  -0.002
C: 4.443955 1.412348 0.425568  -0.001
C: 0.743752 5.792020 -2.617500  -0.001
C: -3.185953 -3.737706 1.868992  0.073
C: -0.040285 0.086080 -1.905737  0.004
C: -0.233767 5.660191 -3.552364  0.001
C: 1.640753 -3.631762 -1.520757  0.017
C: -0.660433 4.397530 -3.873086  -0.001
C: -4.974425 -0.418008 1.393205  -0.005
C: 4.987713 2.368260 -1.641093  0.000
C: 1.928362 -2.779310 -0.491931  0.010
C: 1.302285 2.033687 -1.553929  0.002
C: 3.339455 -2.252023 -0.228684  0.003
C: 3.092438 1.670955 0.197839  -0.001
C: 0.033175 -4.727873 -3.134203  0.003
C: -1.825651 -3.046385 2.128454  -0.057
C: 2.693729 2.074285 -1.024811  -0.002
C: 1.305287 4.707489 -1.969779  0.002
C: 1.050308 1.634026 4.306391  0.001
C: -3.890893 1.841180 1.376638  -0.001
C: -0.726731 -3.571627 -1.014813  0.050
C: 0.844690 3.382631 -2.272373  -0.001
C: -5.050216 0.985687 0.810129  0.003
C: -0.481045 -2.709053 0.063498  -0.041
C: 5.423653 1.720680 -0.477134  0.000
C: 0.236596 1.762731 -0.385551  0.000
C: -0.127199 3.281119 -3.256766  0.001
C: 0.885095 -2.284467 0.304865  0.075
C: -1.703157 -2.237742 3.413151  0.039
H: -0.726179 6.458376 -4.133987  0.000
H: 2.361600 1.413227 0.924442  0.001
H: 2.418835 -3.998505 -2.208602  0.000
H: -6.022642 1.523333 1.098459  -0.001
H: 3.407859 2.821538 -2.920272  0.000
H: 1.170956 -1.598708 1.157309  -0.002
H: 1.025884 6.794752 -2.239717  0.000
H: -2.645653 1.927579 -0.253409  -0.006
H: 4.766003 0.903624 1.376678  0.000
H: -0.032616 -4.097753 -4.039528  -0.001
H: 6.473793 1.453841 -0.242393  0.000
H: -1.683938 -3.928959 -1.279575  0.005
H: -1.428306 4.251040 -4.595275  0.000
H: -2.361687 -1.404008 3.452363  -0.003
H: -4.096987 2.911707 1.369667  0.004
H: -3.689676 1.569651 2.423189  0.001
H: 5.669115 2.777832 -2.441209  0.000
H: -0.984825 -4.996199 1.436269  0.000
H: 3.989171 -3.085490 0.094720  0.000
H: -0.716280 -1.841815 3.483891  0.001
H: 2.135960 4.905440 -1.293109  0.000
H: 1.413723 0.692429 -3.312433  0.000
H: -3.209356 -4.330890 0.985899  -0.006
H: -3.402823 -4.375537 2.725941  0.002
H: 3.369471 -1.433693 0.565975  0.000
H: -0.919144 -4.626765 3.251841  0.003
H: 0.801710 -5.451078 -3.339540  0.000
H: 3.838392 -1.762860 -1.121669  0.000
H: 0.217155 -3.849420 2.181875  -0.004
H: -2.042689 -2.852172 4.230630  -0.005
H: -1.865256 2.254598 1.084211  -0.012
H: -0.841546 -5.326140 -3.084260  0.000
H: -5.022067 0.955944 -0.326518  0.000
H: -0.514069 2.289887 -3.539401  0.000
H: -3.964630 -2.999356 1.885039  -0.008

Cartesian forces (eV/Å) of the 2 atoms listed first:
Au 0.1151 0.2372 -0.4107
Cl 0.0905 -0.2408 -0.0581

Summary:
- spin multiplicity = 3
- HOMO-LUMO gap (spin up / spin down) (eV) = 6.717 / 7.213
- largest force on an atom (eV Å⁻¹) = 4.206
- net charge = -1
- energy above the lowest of the compared OMol25 structures with the same formula, charge and spin (kcal per mole) = 0.00
- LUMO energy (spin up / spin down) (eV) = 2.55 / 1.15



C4H2Cl2OS | ωB97M-V/def2-TZVPD

Each line ends with the Löwdin charge.
Cartesian coordinates (Å):
Cl: -1.170940 -0.786025 2.684233  0.759
Cl: -0.488967 1.548558 -2.214966  0.705
S: 2.117450 -0.680847 -1.418907  0.842
O: 0.496624 -0.736976 0.759132  -0.034
C: -1.232548 0.641057 0.322681  -0.066
C: -0.656344 -0.221083 1.173290  -0.796
C: 0.728540 -0.165850 -0.475861  -0.676
C: -0.319061 0.638108 -0.790792  -0.725
H: 2.586100 -1.521954 -0.495557  -0.119
H: -2.060854 1.285011 0.456747  0.111

Cartesian forces (eV/Å) of the 2 atoms listed first:
Cl -0.1464 -0.0062 0.3729
Cl 0.0205 0.1446 -0.3314

Summary:
- HOMO-LUMO gap (eV) = 8.938
- largest force on an atom (eV Å⁻¹) = 1.485
- energy above the lowest of the compared OMol25 structures with the same formula, charge and spin (kcal per mole) = 1.41
- LUMO energy (eV) = 0.63
- SMILES string = Sc1oc(Cl)cc1Cl



C15H55ClIO16PS | ωB97M-V/def2-TZVPD

Each line ends with the Löwdin charge.
Cartesian coordinates (Å):
I: -2.241498 0.934054 2.508882  0.919
Cl: 1.268685 1.913960 3.010351  0.245
S: 0.467633 3.895883 0.926101  0.804
P: 2.484457 1.783123 1.341035  0.549
O: 0.912900 3.300196 -2.703266  -0.127
O: -1.788699 3.614507 6.322129  -0.126
O: 0.537697 5.086936 0.135457  -0.372
O: -0.619385 2.932979 0.224831  -0.392
O: -0.957483 -1.872573 4.029196  -0.187
O: -0.681796 -2.681575 -6.815089  -0.131
O: 0.290346 -0.715300 -4.573666  -0.131
O: -0.558412 -3.468870 -0.555442  -0.116
O: 1.769759 0.552037 0.600817  -0.307
O: -1.858013 -4.574730 -3.221088  -0.136
O: -3.078973 -1.974609 0.637363  -0.176
O: 1.580412 5.543276 4.525062  -0.135
O: -4.559532 -4.609912 -1.658492  -0.133
O: 1.838950 3.050865 0.467413  -0.609
O: 5.850424 1.797836 1.083906  -0.175
O: 6.345705 -1.157412 1.197243  -0.131
C: 7.213977 2.228052 1.084632  -0.136
C: -1.754203 -3.408392 -7.410697  -0.144
C: -0.540632 2.974109 6.071666  -0.171
C: 7.446038 -1.421045 2.052827  -0.168
C: 2.309505 3.051077 -2.790810  -0.153
C: -3.523210 -3.273787 1.016310  -0.141
C: -2.875886 1.310681 0.509059  -0.611
C: -0.495841 -2.113356 -0.978584  -0.151
C: -3.072909 2.787709 0.208454  -0.271
C: -5.787055 -5.177502 -2.093065  -0.153
C: -0.726892 -4.410566 -4.082570  -0.125
C: -1.098593 -2.479579 5.307128  -0.157
C: 0.329830 6.149100 4.178011  -0.146
C: -0.298751 0.165968 -3.618098  -0.160
C: -1.836988 3.592575 -0.208602  -0.213
H: 0.344730 6.517916 3.148974  0.071
H: 7.651830 1.892421 2.021033  0.080
H: -2.489606 -2.740820 -7.866295  0.079
H: -0.625461 -3.346311 -4.270644  0.063
H: -0.143773 -2.852861 5.687582  0.075
H: -3.816949 2.895966 -0.581207  0.115
H: 2.665445 2.438791 -1.956622  0.054
H: 7.184741 -1.282337 3.105943  0.078
H: -0.499487 5.447974 4.304367  0.069
H: -2.887051 -4.030895 0.556843  0.066
H: -1.249463 -0.233320 -3.252410  0.075
H: 2.457687 -0.052327 0.308861  0.054
H: -2.000878 -5.506490 -3.033801  0.084
H: 0.741609 3.779852 -1.888491  0.025
H: -0.441291 2.057925 6.661576  0.078
H: -0.527410 2.710082 5.015698  0.014
H: -4.534375 -3.401843 0.647871  0.066
H: -0.136431 -2.032237 -2.008634  0.062
H: -0.358003 -1.126482 4.114447  0.033
H: -6.445165 -4.426508 -2.538884  0.076
H: 8.307341 -0.789190 1.813645  0.069
H: -1.391366 -4.107824 -8.167755  0.081
H: -6.277079 -5.591271 -1.214968  0.077
H: -0.245964 -2.190183 -7.516507  0.082
H: 5.448294 2.092244 0.262804  0.063
H: -0.320996 -0.808417 -5.309694  0.047
H: -2.139413 0.857553 -0.142773  0.040
H: -5.631265 -5.982975 -2.817046  0.074
H: -1.776181 -3.320713 5.185342  0.077
H: -0.461180 1.163261 -4.031830  0.074
H: 0.389158 0.250767 -2.781072  0.072
H: -2.179932 -1.872237 0.964848  0.028
H: 6.080872 -0.239383 1.319973  0.025
H: -4.103028 -4.244412 -2.424033  0.057
H: -3.511302 -3.400671 2.103318  0.078
H: 0.296296 3.644422 6.282205  0.076
H: 1.726704 4.792895 3.941996  0.032
H: 7.285764 3.315922 1.033042  0.080
H: 7.729866 -2.459809 1.902047  0.075
H: -3.500765 3.254491 1.094759  0.090
H: 0.185249 -4.775506 -3.606426  0.089
H: -3.828267 0.802543 0.429589  0.041
H: -1.779756 3.693043 -1.288831  0.123
H: 2.477399 2.504658 -3.715294  0.080
H: -1.184018 -3.914958 -1.137796  0.046
H: 7.774279 1.790327 0.255165  0.085
H: -1.469114 -1.620654 -0.904428  0.063
H: 2.885691 3.979746 -2.822459  0.081
H: -1.900367 4.588403 0.220230  0.110
H: -2.241299 -3.969360 -6.618069  0.067
H: -1.821225 3.851966 7.251280  0.072
H: 0.182759 6.988387 4.852066  0.080
H: -0.869241 -4.926339 -5.032819  0.068
H: -1.528201 -1.788344 6.037880  0.076
H: 0.208016 -1.602595 -0.323002  0.074

Cartesian forces (eV/Å) of the 2 atoms listed first:
I -0.1208 0.0278 0.0104
Cl 0.2910 -0.2532 0.3293

Summary:
- HOMO-LUMO gap (eV) = 9.065
- largest force on an atom (eV Å⁻¹) = 0.974
- energy above the lowest of the compared OMol25 structures with the same formula, charge and spin (kcal per mole) = 1.67
- LUMO energy (eV) = 0.29



Q: Which of these has the lowest largest force on an atom?
A: C15H55ClIO16PS